1.
ORCA calculation (ωB97M-V/def2-TZVPD) on one molecule with the formula C15H25NO2.

```
43
Properties=species:S:1:pos:R:3:lowdin_charge:R:1
C 0.171 1.187 -2.305 -0.02
C -0.509 1.416 -0.986 -0.21
C -0.059 2.444 -0.167 -0.07
C -0.683 2.730 1.032 -0.08
C -1.799 2.009 1.409 -0.05
C -2.277 0.972 0.620 -0.21
C -3.516 0.232 1.029 -0.03
C -1.603 0.649 -0.564 -0.21
O -2.098 -0.387 -1.331 -0.06
C -1.253 -1.506 -1.554 -0.19
C -1.581 -2.687 -0.632 -0.17
C -1.055 -2.557 0.799 -0.19
C 0.478 -2.501 0.881 -0.18
C 0.993 -1.103 1.227 -0.23
N 2.378 -0.957 0.817 -0.08
C 2.918 0.379 1.012 -0.21
C 4.208 0.487 0.198 -0.27
O 3.971 0.152 -1.145 -0.08
H 1.098 0.626 -2.179 0.08
H 0.429 2.146 -2.751 0.09
H -0.479 0.650 -2.991 0.08
H 0.786 3.034 -0.492 0.11
H -0.313 3.529 1.659 0.10
H -2.314 2.247 2.328 0.11
H -3.430 -0.131 2.052 0.08
H -4.375 0.901 0.983 0.09
H -3.698 -0.604 0.360 0.07
H -1.435 -1.812 -2.591 0.13
H -0.201 -1.234 -1.448 0.11
H -1.159 -3.588 -1.084 0.11
H -2.666 -2.806 -0.606 0.11
H -1.474 -1.665 1.263 0.09
H -1.420 -3.418 1.363 0.11
H 0.840 -3.208 1.630 0.11
H 0.911 -2.799 -0.077 0.11
H 0.846 -0.908 2.304 0.13
H 0.419 -0.350 0.683 0.09
H 2.957 -1.637 1.304 0.12
H 3.110 0.630 2.067 0.12
H 2.185 1.089 0.620 0.10
H 4.972 -0.182 0.626 0.11
H 4.593 1.509 0.213 0.12
H 3.377 -0.613 -1.122 0.07
```

Computed properties:
**Charge**: 0
**SMILES**: Cc1cccc(C)c1OCCCCCNCCO
**Kohn-Sham gap**: 9.57 eV
**DFT total energy**: -791.783219 Eh
**Energy relative to the best compared isomer or geometry (same formula, charge and spin)**: 29.00 kcal/mol

2.
ORCA calculation (ωB97M-V/def2-TZVPD) on an isolated ion of composition C3H2FO2 and charge -1 in a non-equilibrium geometry.

```
8
Properties=species:S:1:pos:R:3:lowdin_charge:R:1
C 1.142 0.264 0.681 0.02
C -0.268 0.065 0.402 -0.22
F -1.255 0.152 1.349 0.00
C -0.815 -0.159 -1.066 -0.73
O -1.645 -1.111 -1.060 -0.09
O -0.353 0.535 -1.970 -0.05
H 1.439 0.491 1.733 0.03
H 1.755 -0.237 -0.067 0.03
```

Computed properties:
**Charge**: -1
**SMILES**: C=C(F)C(=O)[O-]
**Kohn-Sham gap**: 8.58 eV
**DFT total energy**: -365.879099 Eh
**Energy relative to the best compared isomer or geometry (same formula, charge and spin)**: 19.48 kcal/mol

3.
ORCA calculation (ωB97M-V/def2-TZVPD) on C37H63BFN4O7P3S2Sn as an isolated structure in a non-equilibrium geometry.

```
119
Properties=species:S:1:pos:R:3:lowdin_charge:R:1
Sn 0.605 0.466 0.587 1.03
C -4.097 1.372 -4.361 -0.11
C -3.853 0.628 -2.999 -0.67
C -2.673 -0.331 -3.108 -0.13
C -5.105 -0.145 -2.508 -0.08
P -3.129 1.980 -1.849 1.16
C -3.455 1.100 -0.188 -0.29
N -2.746 1.578 0.995 -0.01
B -1.350 1.392 1.329 -0.61
N -1.291 1.826 2.712 -0.04
C -0.112 1.691 3.571 -0.29
P 0.820 -0.034 3.255 0.91
C 2.450 0.517 4.157 -0.60
C 3.214 -0.620 4.808 -0.10
C 2.128 1.590 5.255 -0.11
C 3.340 1.242 3.113 -0.11
C -0.225 -1.221 4.294 -0.62
C 0.424 -2.528 4.640 -0.11
C -1.535 -1.468 3.466 -0.06
C -0.619 -0.535 5.638 -0.08
C -2.523 2.244 3.160 -0.21
C -2.942 2.721 4.341 -0.04
C -4.276 3.036 4.569 -0.12
C -5.200 2.851 3.562 -0.11
C -4.812 2.269 2.322 -0.03
C -3.476 1.978 2.167 -0.17
C -4.310 3.483 -1.854 -0.74
C -5.836 3.166 -1.614 -0.09
C -4.284 4.309 -3.160 -0.12
C -3.807 4.244 -0.693 -0.16
H -4.337 0.668 -5.240 0.11
H -3.240 1.951 -4.593 0.04
H -4.954 2.042 -4.285 0.04
H -3.024 -1.295 -3.581 0.10
H -2.194 -0.533 -2.168 0.03
H -1.955 0.066 -3.855 0.06
H -5.171 -0.996 -3.172 0.06
H -6.034 0.396 -2.697 0.06
H -5.017 -0.604 -1.533 0.07
H -3.133 0.093 -0.395 0.05
H -4.536 1.038 0.048 0.08
H -0.301 1.890 4.593 0.04
H 0.582 2.507 3.252 0.09
H 2.726 -1.079 5.622 0.04
H 4.114 -0.215 5.304 0.09
H 3.517 -1.373 4.121 0.07
H 1.485 1.145 6.007 0.05
H 1.714 2.531 4.956 0.05
H 3.094 1.829 5.738 0.08
H 3.720 0.571 2.322 0.08
H 4.208 1.623 3.656 0.07
H 2.809 2.064 2.647 0.06
H 0.766 -3.094 3.802 0.06
H -0.411 -3.133 5.089 0.09
H 1.199 -2.363 5.394 0.07
H -1.358 -1.939 2.491 0.08
H -2.141 -0.560 3.271 0.08
H -2.110 -2.116 4.107 0.07
H 0.302 -0.278 6.140 0.05
H -1.199 -1.256 6.205 0.08
H -1.276 0.327 5.527 0.07
H -2.265 2.819 5.123 0.08
H -4.614 3.234 5.573 0.09
H -6.302 3.101 3.694 0.11
H -5.471 2.193 1.468 0.08
H -6.236 2.514 -2.425 0.05
H -6.454 4.083 -1.616 0.08
H -5.979 2.557 -0.648 0.08
H -5.176 4.013 -3.770 0.07
H -3.419 4.135 -3.831 0.07
H -4.287 5.382 -2.902 0.08
H -3.811 3.600 0.223 0.06
H -4.486 5.142 -0.588 0.10
H -2.784 4.673 -0.842 0.10
C 3.460 -3.369 0.679 0.00
C 2.054 -3.510 0.168 -0.38
N 1.272 -2.524 -0.049 0.14
C 0.051 -3.073 -0.228 -0.13
C 0.070 -4.446 -0.059 -0.07
N 1.397 -4.702 0.175 0.18
C -0.893 -5.586 -0.167 -0.50
O -2.126 -5.215 -0.450 0.11
O -0.540 -6.736 -0.038 0.07
C -1.130 -2.144 -0.400 -0.56
O -2.230 -2.666 -0.639 0.03
O -0.966 -0.904 -0.228 -0.25
H 3.949 -2.389 0.374 0.11
H 4.101 -4.111 0.265 0.05
H 3.542 -3.466 1.761 0.07
H 1.725 -5.628 0.361 0.16
H -2.113 -4.207 -0.562 0.05
O 0.273 1.406 -3.371 -0.01
C 0.733 0.836 -4.224 0.00
F 1.777 -1.521 2.736 -0.47
C 5.739 1.056 -6.306 -0.04
C 5.529 0.682 -4.846 -0.46
C 5.248 1.933 -4.048 -0.05
O 6.764 0.134 -4.360 -0.35
P 6.875 -1.199 -3.496 -0.33
S 8.139 -2.345 -4.415 0.08
S 7.206 -0.717 -1.599 0.06
O 5.352 -1.758 -3.734 -0.36
C 4.506 -2.556 -2.925 -0.50
C 4.680 -4.009 -3.245 -0.07
C 3.048 -2.077 -3.107 -0.03
H 4.904 1.361 -6.837 0.05
H 6.189 0.214 -6.789 0.08
H 6.392 1.898 -6.298 0.07
H 4.713 -0.010 -4.727 0.12
H 5.989 2.673 -4.230 0.06
H 5.160 1.766 -2.987 0.07
H 4.318 2.360 -4.415 0.07
H 4.812 -2.523 -1.882 0.09
H 4.285 -4.216 -4.267 0.08
H 4.081 -4.720 -2.646 0.07
H 5.769 -4.294 -3.232 0.08
H 2.727 -2.209 -4.155 0.09
H 2.909 -1.030 -2.925 0.06
H 2.371 -2.618 -2.470 0.05
```

Computed properties:
**Charge**: -2
**Kohn-Sham gap**: 5.93 eV
**DFT total energy**: -4353.110386 Eh
**Energy relative to the best compared isomer or geometry (same formula, charge and spin)**: 0.00 kcal/mol